*a*
DFT (the ωB97M-V functional and the def2-TZVPD basis) results for a cluster of 8 separate species, C45H42N8O15 in total.

```
110
Properties=species:S:1:pos:R:3:mulliken_charge:R:1
O -2.351 0.931 29.512 -0.60
N -2.044 1.291 28.299 1.07
O -0.893 1.336 27.882 -0.51
C -3.069 1.270 27.311 -0.10
C -2.834 1.944 25.758 -0.27
C -3.794 1.554 24.681 -0.61
C -5.089 0.966 25.147 -0.18
C -5.405 0.548 26.484 -0.66
C -4.502 0.712 27.618 -0.41
H -1.972 2.445 25.516 0.60
H -3.675 1.803 23.520 0.27
H -5.933 0.942 24.420 0.37
H -6.232 -0.102 26.535 0.45
H -4.756 0.539 28.583 0.58
O 5.878 7.308 28.354 -0.57
N 6.097 6.714 27.270 1.07
O 7.180 6.414 26.758 -0.56
C 4.930 6.709 26.323 0.25
C 5.193 6.906 24.753 -0.51
C 4.059 6.765 23.850 -0.50
C 2.654 6.732 24.434 -0.32
C 2.360 6.621 25.749 -0.54
C 3.498 6.749 26.865 -0.59
H 6.208 6.760 24.192 0.29
H 4.085 6.764 22.786 0.43
H 1.787 6.719 23.599 0.16
H 1.526 6.380 26.171 0.73
H 3.341 6.860 27.944 0.64
O -4.735 4.696 28.917 -0.60
N -4.813 4.893 27.691 1.13
O -3.833 4.766 26.943 -0.49
C -6.109 5.211 27.174 0.08
C -7.291 5.618 28.104 -0.30
C -8.546 6.073 27.533 -0.41
C -8.777 5.867 26.013 -0.23
C -7.867 5.228 25.247 -0.59
C -6.471 4.808 25.687 -0.07
H -6.932 5.696 29.245 0.27
H -9.375 6.763 27.934 0.30
H -9.700 6.308 25.378 0.23
H -8.204 5.081 24.266 0.41
H -5.574 4.338 25.095 0.28
O -6.080 7.562 34.546 -0.56
N -5.827 6.994 33.436 0.88
O -6.681 6.885 32.539 -0.55
C -4.524 6.407 33.252 0.17
C -3.624 6.303 34.524 -0.67
C -2.244 5.659 34.157 -0.43
C -1.611 5.490 32.764 -0.35
C -2.410 5.865 31.743 0.32
C -3.814 6.331 31.845 -0.35
H -4.019 6.485 35.445 0.50
H -1.644 5.506 35.084 0.29
H -0.570 5.056 32.590 0.18
H -1.849 5.831 30.800 0.25
H -4.399 6.522 30.884 0.27
O -0.781 8.497 24.255 -0.54
N -1.684 8.026 24.989 0.81
O -1.440 7.882 26.187 -0.42
C -3.111 8.267 24.602 -0.31
C -3.383 8.744 23.150 -0.35
C -4.981 8.738 22.666 -0.55
C -5.998 8.511 23.761 -0.23
C -5.637 8.282 25.106 -0.60
C -4.312 8.050 25.482 -0.18
H -2.480 8.969 22.556 0.44
H -5.486 9.235 21.667 0.23
H -7.023 8.700 23.496 0.41
H -6.432 8.308 25.759 0.52
H -4.148 7.929 26.421 0.78
O 8.043 0.765 24.122 -0.55
N 7.573 0.656 25.323 0.83
O 7.875 -0.322 26.028 -0.51
C 6.522 1.540 25.797 0.12
C 5.736 2.391 24.886 -0.61
C 4.711 3.384 25.489 0.00
C 4.402 3.242 26.959 0.26
C 5.032 2.429 27.835 -0.14
C 6.237 1.620 27.344 -0.50
H 5.915 2.179 23.808 0.39
H 3.832 4.123 24.972 0.05
H 3.422 3.717 27.340 -0.04
H 4.855 2.752 28.829 0.24
H 6.940 1.111 27.997 0.46
O 8.212 5.054 29.783 -0.56
N 8.064 3.983 30.428 0.98
O 8.887 3.061 30.442 -0.58
C 6.800 3.772 31.076 0.09
C 6.383 2.417 31.744 -0.36
C 4.951 2.322 32.342 -0.29
C 3.909 3.511 32.195 -0.42
C 4.330 4.687 31.632 -0.60
C 5.803 4.929 31.107 -0.43
H 7.103 1.487 31.511 0.29
H 4.651 1.183 32.641 0.23
H 2.968 3.320 32.588 0.52
H 3.555 5.317 31.517 0.63
H 5.982 5.843 30.558 0.45
C -1.160 4.817 28.492 -1.21
N 0.072 5.097 29.140 0.98
C 0.860 3.945 29.667 -0.13
C 0.530 6.371 29.093 0.16
O 1.593 6.651 29.662 -0.64
H -1.057 4.112 27.561 0.17
H -1.750 5.680 28.106 0.42
H -1.880 4.032 29.180 0.12
H 2.017 3.974 29.408 -0.12
H 0.585 2.801 29.452 0.20
H 0.912 4.090 30.791 -0.05
H -0.232 7.037 28.468 0.15
```

LUMO level, hartree: -0.071
SMILES string: O=[N+]([O-])c1ccccc1.O=[N+]([O-])c1ccccc1.O=[N+]([O-])c1ccccc1.O=[N+]([O-])c1ccccc1.O=[N+]([O-])c1ccccc1.O=[N+]([O-])c1ccccc1.O=[N+]([O-])c1ccccc1.CN(C)C=O

*b*
DFT (the ωB97M-V functional and the def2-TZVPD basis) results for a cluster of 8 separate species, C45H42N8O15 in total.

```
110
Properties=species:S:1:pos:R:3:mulliken_charge:R:1
O 18.107 42.978 15.513 -0.57
N 19.098 43.823 15.260 0.90
O 19.073 44.893 15.919 -0.48
C 20.261 43.404 14.510 0.26
C 21.480 44.332 14.349 -0.31
C 22.492 43.944 13.179 -0.51
C 22.441 42.566 12.706 -0.58
C 21.449 41.594 13.039 -0.18
C 20.328 41.931 13.963 -0.62
H 21.170 45.324 14.837 0.19
H 23.260 44.552 12.916 0.75
H 23.166 42.388 11.846 0.29
H 21.383 40.493 12.741 0.33
H 19.606 41.194 14.095 0.54
O 12.900 44.560 7.725 -0.63
N 12.761 44.748 8.930 1.06
O 11.776 44.373 9.408 -0.59
C 13.587 45.736 9.643 0.25
C 13.549 45.832 11.170 -0.44
C 14.491 46.780 11.900 -1.06
C 15.417 47.611 11.006 -0.49
C 15.353 47.633 9.623 -0.17
C 14.340 46.887 8.826 -0.74
H 13.013 45.102 11.764 0.42
H 14.400 46.912 12.848 0.98
H 16.107 48.191 11.567 0.61
H 15.791 48.353 8.938 0.41
H 14.184 46.762 7.744 0.36
O 19.742 50.795 12.311 -0.55
N 19.568 49.896 11.355 1.00
O 18.468 49.429 10.931 -0.51
C 20.742 49.620 10.458 0.31
C 20.844 48.754 9.269 -0.25
C 22.169 48.575 8.454 -1.25
C 23.346 49.389 8.954 -0.07
C 23.372 50.290 10.016 -0.50
C 22.106 50.437 10.853 -0.41
H 20.021 48.030 9.029 0.49
H 22.461 48.184 7.658 0.71
H 24.263 49.309 8.363 0.34
H 24.495 50.788 10.234 0.21
H 22.308 51.106 11.605 0.53
O 12.237 51.138 19.162 -0.56
N 12.693 50.131 19.843 0.83
O 12.253 49.906 20.958 -0.54
C 13.775 49.419 19.163 0.10
C 14.101 47.982 19.673 -0.53
C 15.411 47.458 19.239 -0.31
C 16.203 48.102 18.170 -0.36
C 15.706 49.290 17.424 -0.72
C 14.576 50.039 17.941 -0.47
H 13.428 47.581 20.488 0.33
H 15.710 46.355 19.472 0.30
H 17.055 47.804 17.736 0.66
H 16.173 49.393 16.564 0.73
H 14.202 50.787 17.370 0.51
O 17.065 47.967 14.272 -0.58
N 18.206 47.866 14.766 1.18
O 18.475 48.276 15.861 -0.62
C 19.283 47.485 13.860 0.08
C 18.954 46.845 12.536 0.21
C 20.153 46.621 11.480 -0.62
C 21.641 47.175 11.884 -0.35
C 21.852 47.743 13.101 -0.53
C 20.775 48.003 14.136 -0.69
H 18.014 46.246 12.322 0.27
H 20.173 46.080 10.560 0.59
H 22.467 46.784 11.162 0.34
H 22.889 48.277 13.263 0.24
H 20.942 48.608 15.051 0.42
O 16.510 44.503 8.342 -0.57
N 17.045 44.475 9.431 0.73
O 17.814 45.275 9.970 -0.15
C 16.506 43.479 10.391 0.50
C 16.832 43.416 11.941 0.07
C 16.319 42.294 12.859 -1.27
C 15.690 41.116 12.198 -0.62
C 15.295 41.132 10.832 -0.57
C 15.591 42.288 9.784 -0.63
H 17.632 44.092 12.241 0.02
H 16.412 42.415 13.800 1.06
H 15.345 40.266 12.772 0.43
H 14.779 40.398 10.251 0.41
H 15.173 42.173 8.817 0.53
O 22.807 47.276 16.895 -0.55
N 23.128 47.559 18.095 0.95
O 24.251 47.682 18.481 -0.58
C 22.175 47.458 19.191 0.10
C 20.697 47.551 18.795 0.00
C 19.605 47.418 20.013 -0.43
C 20.281 47.268 21.378 -0.20
C 21.584 47.308 21.752 -0.76
C 22.610 47.289 20.630 -0.62
H 20.046 47.774 18.013 0.40
H 18.565 47.251 19.813 0.31
H 19.554 47.097 22.206 0.26
H 21.809 47.075 22.692 0.46
H 23.501 47.030 20.716 0.65
C 20.519 43.160 8.961 -0.66
N 19.724 41.921 8.992 0.49
C 19.399 41.372 10.197 -1.74
C 19.339 41.196 7.892 -0.21
O 18.624 40.145 8.007 -0.60
H 21.426 43.258 8.265 0.41
H 21.122 43.277 9.962 0.02
H 19.973 44.062 8.694 0.33
H 19.567 42.002 10.953 0.54
H 20.104 40.367 10.479 0.14
H 18.590 40.974 10.330 0.76
H 19.583 41.503 6.986 0.54
```

LUMO level, hartree: -0.070
SMILES string: O=[N+]([O-])c1ccccc1.O=[N+]([O-])c1ccccc1.O=[N+]([O-])c1ccccc1.O=[N+]([O-])c1ccccc1.O=[N+]([O-])c1ccccc1.O=[N+]([O-])c1ccccc1.O=[N+]([O-])c1ccccc1.CN(C)C=O

Most stable: *a*

*a*
DFT (the ωB97M-V functional and the def2-TZVPD basis) results for the molecule C24H29N5O2.

```
60
Properties=species:S:1:pos:R:3:nbo_charge:R:1
O -1.230 -3.574 0.733 -0.65
C -1.515 -2.432 1.029 0.68
C -2.764 -2.083 1.823 -0.49
C -3.999 -2.359 0.957 -0.38
C -4.130 -1.371 -0.204 -0.41
C -4.706 -0.024 0.235 -0.40
C -4.393 1.086 -0.766 -0.21
N -2.976 1.367 -0.771 -0.64
C -2.251 1.483 -1.895 0.80
O -2.664 1.425 -3.031 -0.64
N -0.889 1.701 -1.642 -0.45
C 0.067 2.015 -2.703 -0.20
C 1.372 2.411 -1.971 -0.21
N 1.003 2.255 -0.590 -0.37
C -0.279 1.830 -0.437 0.59
N -0.644 1.620 0.800 -0.60
C 0.489 1.937 1.536 0.18
C 0.696 1.889 2.905 -0.23
C 1.944 2.252 3.379 -0.22
C 2.964 2.658 2.524 -0.22
C 2.780 2.713 1.153 -0.24
C 1.539 2.343 0.671 0.09
N -0.781 -1.369 0.629 -0.64
C 0.424 -1.533 -0.146 -0.21
C 1.690 -1.510 0.728 -0.43
C 2.912 -1.614 -0.136 -0.03
C 3.252 -2.825 -0.726 -0.21
C 4.353 -2.918 -1.559 -0.20
C 5.128 -1.800 -1.816 -0.23
C 4.799 -0.590 -1.230 -0.22
C 3.698 -0.499 -0.396 -0.18
H -2.794 -2.732 2.699 0.23
H -2.737 -1.044 2.153 0.20
H -4.899 -2.318 1.574 0.20
H -3.905 -3.372 0.563 0.23
H -4.777 -1.797 -0.973 0.21
H -3.147 -1.219 -0.653 0.21
H -5.787 -0.104 0.353 0.21
H -4.289 0.263 1.203 0.19
H -4.670 0.794 -1.781 0.23
H -4.946 1.995 -0.500 0.19
H -2.503 1.454 0.122 0.43
H 0.202 1.137 -3.341 0.22
H -0.332 2.823 -3.321 0.22
H 1.668 3.443 -2.184 0.21
H 2.203 1.745 -2.229 0.22
H -0.093 1.578 3.571 0.22
H 2.133 2.221 4.442 0.22
H 3.921 2.935 2.938 0.22
H 3.570 3.031 0.489 0.22
H -0.990 -0.434 0.958 0.42
H 0.350 -2.497 -0.655 0.23
H 0.476 -0.737 -0.895 0.18
H 1.712 -0.586 1.310 0.21
H 1.641 -2.354 1.419 0.22
H 2.652 -3.700 -0.525 0.22
H 4.608 -3.867 -2.009 0.21
H 5.988 -1.872 -2.465 0.21
H 5.405 0.285 -1.419 0.21
H 3.452 0.443 0.072 0.20
```

LUMO level, hartree: 0.020
SMILES string: O=C(CCCCCNC(=O)N1CCn2c1nc1ccccc12)NCCc1ccccc1

*b*
DFT (the ωB97M-V functional and the def2-TZVPD basis) results for the molecule C24H29N5O2.

```
60
Properties=species:S:1:pos:R:3:nbo_charge:R:1
O 1.930 2.512 -3.593 -0.65
C 0.789 2.172 -3.343 0.68
C 0.003 1.196 -4.203 -0.51
C 0.884 0.016 -4.615 -0.40
C 1.222 -0.936 -3.459 -0.39
C 0.310 -2.159 -3.366 -0.40
C -1.099 -1.856 -2.858 -0.22
N -1.096 -1.466 -1.467 -0.64
C -1.653 -0.341 -0.996 0.82
O -2.097 0.581 -1.658 -0.69
N -1.704 -0.299 0.395 -0.46
C -2.366 0.765 1.144 -0.19
C -2.116 0.432 2.634 -0.21
N -1.350 -0.780 2.547 -0.37
C -1.134 -1.176 1.265 0.59
N -0.441 -2.270 1.134 -0.57
C -0.146 -2.630 2.438 0.19
C 0.588 -3.703 2.918 -0.24
C 0.744 -3.817 4.287 -0.23
C 0.187 -2.893 5.168 -0.22
C -0.552 -1.815 4.713 -0.24
C -0.710 -1.694 3.347 0.10
N 0.107 2.644 -2.276 -0.63
C 0.679 3.636 -1.392 -0.23
C 0.203 3.490 0.051 -0.45
C 0.760 2.318 0.821 0.07
C 0.766 2.372 2.212 -0.25
C 1.257 1.321 2.965 -0.22
C 1.753 0.190 2.338 -0.23
C 1.748 0.123 0.956 -0.20
C 1.257 1.178 0.205 -0.25
H -0.892 0.879 -3.673 0.23
H -0.303 1.740 -5.101 0.23
H 1.811 0.438 -5.009 0.23
H 0.401 -0.542 -5.420 0.20
H 1.190 -0.393 -2.514 0.20
H 2.244 -1.295 -3.590 0.21
H 0.229 -2.626 -4.349 0.20
H 0.762 -2.888 -2.689 0.20
H -1.562 -1.053 -3.430 0.22
H -1.718 -2.756 -2.966 0.19
H -0.715 -2.121 -0.788 0.44
H -1.938 1.730 0.866 0.22
H -3.431 0.776 0.894 0.21
H -3.051 0.267 3.179 0.21
H -1.544 1.218 3.136 0.22
H 1.022 -4.418 2.237 0.22
H 1.314 -4.642 4.686 0.21
H 0.336 -3.020 6.229 0.21
H -0.983 -1.097 5.395 0.22
H -0.828 2.308 -2.090 0.42
H 1.766 3.541 -1.460 0.23
H 0.406 4.639 -1.747 0.19
H 0.463 4.407 0.586 0.22
H -0.892 3.431 0.040 0.20
H 0.387 3.256 2.709 0.21
H 1.258 1.384 4.044 0.21
H 2.137 -0.632 2.923 0.22
H 2.130 -0.755 0.458 0.22
H 1.275 1.113 -0.870 0.22
```

LUMO level, hartree: 0.022
SMILES string: O=C(CCCCCNC(=O)N1CCn2c1nc1ccccc12)NCCc1ccccc1

Most stable: *b*